(1)
{"formula": "C19H43Br4N5O5", "method": "ωB97M-V/def2-TZVPD", "e_above_lowest_kcal_mol": 84.69, "smiles": "CN(C)C=O.CN(C)C=O.CN(C)C=O.CN(C)C=O.CN(C)C=O.BrCCBr.BrCCBr", "homo_ev": -9.1, "homo_lumo_gap_ev": 9.39, "elements": ["C", "N", "C", "C", "O", "H", "H", "H", "H", "H", "H", "H", "C", "N", "C", "C", "O", "H", "H", "H", "H", "H", "H", "H", "C", "N", "C", "C", "O", "H", "H", "H", "H", "H", "H", "H", "C", "N", "C", "C", "O", "H", "H", "H", "H", "H", "H", "H", "C", "N", "C", "C", "O", "H", "H", "H", "H", "H", "H", "H", "Br", "C", "C", "Br", "H", "H", "H", "H", "Br", "C", "C", "Br", "H", "H", "H", "H"], "coordinates": [[-6.97199, 0.14113, 5.01267], [-6.27558, -1.05872, 5.56319], [-5.37100, -0.95917, 6.75045], [-6.50918, -2.22789, 4.92552], [-6.19852, -3.38715, 5.32543], [-7.85200, 0.00287, 4.38451], [-6.24397, 0.54925, 4.31158], [-7.25859, 0.66135, 5.92663], [-4.29360, -0.97211, 6.58569], [-5.72586, -0.33374, 7.56960], [-5.42074, -1.96279, 7.17280], [-7.11667, -2.08847, 4.01793], [-4.53009, -1.04121, -7.70382], [-3.94591, -2.32954, -8.07571], [-4.17516, -2.82924, -9.42701], [-3.14137, -2.98599, -7.17723], [-2.68016, -4.09557, -7.38309], [-4.73404, -0.82096, -6.65597], [-5.45930, -0.79237, -8.21641], [-3.88117, -0.28244, -8.14117], [-3.80292, -2.23179, -10.25922], [-4.10516, -3.90233, -9.60501], [-5.26015, -2.74631, -9.49042], [-2.94788, -2.46951, -6.22433], [3.04948, -6.48318, -2.44354], [3.79497, -7.17327, -3.47137], [3.02050, -7.73140, -4.53996], [5.09624, -7.43776, -3.32278], [5.73727, -8.22607, -4.04592], [2.69460, -5.52750, -2.82933], [3.61112, -6.47141, -1.50945], [2.20804, -7.15400, -2.27008], [3.58052, -8.21397, -5.34096], [2.12509, -8.25793, -4.20965], [2.59622, -6.85850, -5.03608], [5.42754, -6.68551, -2.59028], [8.98151, -1.40900, 1.78285], [7.72127, -0.84968, 2.37575], [7.29766, 0.56665, 1.91857], [6.93250, -1.52148, 3.22502], [5.81793, -1.14497, 3.55334], [9.40218, -2.22984, 2.36367], [9.75212, -0.64276, 1.69838], [8.68564, -1.69059, 0.77227], [7.19350, 0.72105, 0.84460], [6.31580, 0.79409, 2.33367], [8.02078, 1.21132, 2.41817], [7.32065, -2.50674, 3.52635], [0.02191, 5.61912, 6.81432], [-0.71261, 5.44377, 5.49029], [0.04964, 5.83956, 4.38786], [-1.93324, 4.99866, 5.36316], [-2.45348, 4.75925, 4.29383], [0.86847, 4.93963, 6.71570], [-0.62565, 5.13701, 7.54668], [0.08821, 6.64500, 7.17663], [0.98489, 5.28823, 4.29072], [-0.45165, 5.69381, 3.43100], [0.38423, 6.87578, 4.43672], [-2.37474, 4.86101, 6.36232], [0.83830, 7.82256, -4.63311], [-0.68638, 7.52533, -3.26336], [-0.81779, 8.90739, -2.56299], [-2.07335, 8.81793, -1.13418], [-0.19831, 6.84793, -2.56263], [-1.63635, 7.22951, -3.70849], [-1.18724, 9.69775, -3.21641], [0.14568, 9.27612, -2.21108], [-2.06305, -0.90763, -0.22170], [-0.78280, 0.43670, 0.45358], [0.56581, -0.15885, 0.44969], [1.69423, 0.47083, -1.04304], [-1.06550, 0.76709, 1.45310], [-0.79648, 1.34700, -0.14581], [0.61668, -1.23840, 0.30801], [1.11833, 0.14292, 1.33950]], "forces_ev_per_a": [[1.473, -0.659, 0.466], [-0.194, 0.167, -0.219], [-0.977, -2.220, -0.139], [0.400, -3.090, 1.718], [-0.356, 3.204, -1.110], [-0.123, -0.900, 0.454], [-0.085, 1.235, 0.522], [0.182, 0.909, -0.624], [-0.054, 1.147, -0.680], [0.055, 0.516, -0.604], [-0.409, -0.247, 0.191], [0.092, -0.058, 0.021], [0.401, 0.874, -1.347], [0.562, -0.246, 1.188], [-2.297, 0.012, 0.300], [-0.278, -0.859, -0.901], [0.061, 0.490, 0.080], [0.529, -0.620, 0.075], [-0.316, -0.846, -0.113], [0.252, 0.475, 0.493], [0.625, 0.022, 0.319], [1.094, 0.150, 0.554], [-0.345, 0.279, -0.517], [-0.281, 0.267, -0.123], [-0.306, -0.882, -0.450], [0.078, -0.861, 0.051], [-0.858, 1.181, -1.035], [0.700, -0.734, -1.980], [-0.739, 1.638, 1.810], [0.009, 0.183, 0.473], [0.040, 0.543, -0.188], [-0.424, 0.394, 0.341], [0.222, -0.374, 0.729], [0.361, -0.608, 0.188], [-0.287, 0.207, -0.308], [1.196, -0.682, 0.367], [-1.445, 0.825, 0.084], [0.871, 1.681, -1.192], [0.276, -1.589, 1.433], [-0.978, -0.081, -0.501], [0.286, -0.142, 0.405], [-0.391, -0.065, -0.060], [-0.139, 0.155, 0.175], [0.521, -0.442, -0.058], [0.599, -0.407, -0.016], [0.138, -0.352, 0.182], [0.006, 0.349, -0.559], [0.240, 0.070, 0.101], [-2.518, -1.662, -1.068], [2.792, 1.584, 2.533], [1.435, 0.406, -2.127], [-1.183, -0.691, 0.175], [-0.727, -0.107, -0.051], [0.580, 0.900, 0.347], [-0.042, -0.105, 0.167], [0.765, 0.006, -0.637], [0.114, -0.383, 0.247], [-0.345, 0.029, 0.315], [-0.297, 0.273, 0.198], [-0.570, -0.265, -0.106], [-1.393, -0.373, 0.707], [1.461, 1.979, 0.348], [0.501, -0.127, -1.222], [-0.338, -0.176, 0.603], [-0.564, -0.285, -0.315], [0.524, -0.297, -0.184], [-0.069, -0.360, -0.221], [-0.119, -0.365, 0.284], [0.116, 0.758, 0.189], [-0.871, 0.349, -0.189], [1.820, -0.345, -0.079], [-0.199, 0.042, 0.086], [-0.269, -0.504, 0.009], [-0.359, -0.330, -0.295], [-0.261, 0.226, 0.377], [0.025, -0.188, -0.088]], "lowdin_charge": [-0.04, -0.18, -0.03, -0.32, -0.04, 0.08, 0.09, 0.08, 0.09, 0.08, 0.07, 0.13, -0.07, -0.19, -0.05, -0.33, 0.00, 0.09, 0.08, 0.08, 0.09, 0.09, 0.08, 0.13, -0.05, -0.23, -0.05, -0.33, -0.02, 0.09, 0.09, 0.09, 0.10, 0.09, 0.09, 0.13, -0.04, -0.17, 0.00, -0.38, -0.01, 0.08, 0.08, 0.08, 0.08, 0.07, 0.08, 0.13, 0.00, -0.19, -0.09, -0.39, 0.01, 0.09, 0.07, 0.09, 0.09, 0.09, 0.09, 0.13, 0.50, -0.56, -0.78, 0.64, 0.04, 0.06, 0.05, 0.04, 0.60, -0.68, -0.70, 0.57, 0.07, 0.05, 0.03, 0.06]}

(2)
{"formula": "C19H43CeOP3S2", "method": "ωB97M-V/def2-TZVPD", "total_charge": 4, "e_above_lowest_kcal_mol": 0.00, "homo_ev": [-19.9, -19.9], "homo_lumo_gap_ev": [5.29, 5.32], "elements": ["Ce", "P", "P", "P", "H", "C", "C", "H", "C", "C", "C", "C", "C", "C", "C", "C", "C", "H", "H", "H", "H", "H", "H", "H", "H", "H", "H", "H", "H", "H", "H", "H", "H", "H", "H", "H", "H", "H", "H", "H", "H", "H", "H", "H", "H", "H", "C", "C", "C", "C", "C", "C", "S", "H", "H", "H", "H", "H", "H", "C", "S", "C", "O", "H", "H", "H", "H", "H", "H"], "coordinates": [[0.21166, 0.08845, 0.19073], [-1.67269, 1.97475, 0.85549], [-1.96813, -1.51452, 1.83433], [2.06730, 2.17562, -0.74037], [-2.04956, -4.33265, -0.97771], [-1.15765, -4.03446, -1.52377], [0.07855, -3.97217, -1.00010], [0.28360, -3.92840, 0.05163], [-2.75900, 1.96553, -0.62363], [-2.78905, 2.14173, 2.28015], [-0.88448, 3.62333, 0.88467], [-1.84341, -3.31077, 2.17010], [-2.36645, -1.01647, 3.56624], [-3.60046, -1.41943, 1.01059], [3.71716, 1.54797, -1.23986], [2.58742, 3.44193, 0.46323], [1.50118, 3.20009, -2.16473], [-1.26919, -3.65039, -2.55123], [0.94001, -3.87227, -1.67187], [-3.51070, 2.76293, -0.59040], [-3.26447, 0.99306, -0.70739], [-2.15644, 2.07498, -1.53636], [-3.30307, 3.10620, 2.33361], [-2.20013, 2.04970, 3.19998], [-3.54553, 1.35587, 2.30607], [-1.60242, 4.41092, 1.14168], [-0.41664, 3.86576, -0.07434], [-0.09435, 3.62321, 1.64639], [-2.84025, -3.75609, 2.27982], [-1.28343, -3.45241, 3.10118], [-1.31234, -3.80271, 1.35133], [-3.31689, -1.46371, 3.90656], [-2.44080, 0.07439, 3.65398], [-1.56701, -1.35801, 4.24156], [-4.29537, -2.16357, 1.42622], [-3.45105, -1.63224, -0.05862], [-4.04537, -0.41814, 1.10395], [4.19705, 2.24812, -1.93251], [3.60833, 0.57047, -1.72229], [4.33728, 1.42749, -0.34398], [3.37382, 4.07015, 0.03109], [2.98207, 2.95568, 1.36166], [1.74380, 4.07423, 0.74524], [2.34129, 3.50610, -2.81195], [0.97474, 4.09446, -1.80917], [0.75902, 2.61965, -2.73915], [0.98214, -0.93910, -3.84323], [0.56036, -0.30785, -5.02264], [0.84704, -0.93068, -6.23661], [1.62048, -2.09318, -6.26619], [2.11678, -2.64770, -5.08061], [1.86139, -2.03357, -3.86077], [0.47374, -0.39612, -2.26042], [0.23596, -1.54323, -1.42749], [-0.00471, 0.62321, -4.96407], [0.45833, -0.49588, -7.15062], [1.82333, -2.57979, -7.22272], [2.72726, -3.54691, -5.08823], [2.29569, -2.36346, -2.91630], [1.64372, 1.18205, 4.37813], [2.16513, -0.14851, 3.29728], [1.49314, -1.53921, 4.21268], [1.12037, -0.05453, 2.14196], [2.33209, 1.06098, 5.22427], [0.60631, 1.07836, 4.71713], [1.82467, 2.15347, 3.90810], [0.42430, -1.35368, 4.40360], [1.63570, -2.43885, 3.59246], [2.05882, -1.63019, 5.14624]], "forces_ev_per_a": [[0.355, -0.505, 2.357], [-1.757, 1.868, 0.091], [-1.214, -0.449, 0.837], [1.180, 1.301, -0.575], [0.112, 0.287, 0.023], [0.519, 1.010, -0.308], [-0.165, 0.876, -0.626], [0.152, -1.009, 0.438], [0.298, -0.490, -0.229], [0.034, -0.606, 0.702], [0.634, -0.039, -0.077], [0.778, -0.156, -0.478], [0.393, 0.703, 0.097], [0.110, 0.315, -0.561], [-0.361, -0.797, 0.088], [-0.408, -0.125, 0.540], [-0.717, -0.465, -0.117], [-0.200, -1.128, 0.236], [-0.272, 0.198, 0.264], [0.183, -0.082, 0.078], [-0.045, 0.265, 0.101], [-0.124, 0.167, 0.122], [0.196, -0.002, -0.450], [-0.071, 0.118, -0.118], [0.048, 0.087, -0.096], [-0.029, -0.256, -0.123], [-0.174, -0.002, 0.093], [-0.253, 0.069, -0.040], [0.190, 0.242, -0.017], [-0.067, -0.085, -0.227], [-0.204, -0.199, 0.246], [0.360, 0.051, -0.333], [-0.052, -0.460, 0.152], [-0.378, 0.067, -0.233], [0.258, 0.252, -0.040], [-0.261, -0.012, 0.214], [0.090, -0.340, -0.032], [-0.145, -0.055, 0.175], [0.254, 0.176, -0.073], [-0.072, 0.023, -0.197], [-0.097, -0.160, -0.073], [0.044, 0.142, -0.090], [0.255, 0.026, -0.028], [-0.313, -0.217, 0.340], [0.243, -0.135, -0.013], [0.407, 0.315, -0.126], [0.794, -0.365, -0.316], [-0.678, -0.083, 0.224], [0.156, 0.367, 0.399], [-0.244, -0.202, 0.042], [0.307, 0.142, 0.338], [-0.235, -0.166, -0.039], [0.042, -0.094, -0.477], [-0.145, -0.175, -1.358], [-0.061, -0.353, -0.235], [0.157, -0.008, 0.042], [-0.037, 0.141, 0.314], [-0.026, 0.196, -0.149], [-0.081, -0.282, -0.401], [0.426, -0.080, 0.279], [-0.232, 0.005, 1.366], [0.025, -0.211, -0.148], [-0.594, 0.253, -1.856], [-0.145, 0.279, 0.088], [0.238, -0.169, -0.210], [0.079, -0.247, 0.005], [0.552, 0.016, -0.024], [0.051, 0.308, 0.305], [-0.064, -0.057, -0.107]], "lowdin_charge": [0.63, 0.74, 0.81, 0.77, 0.07, 0.00, -0.08, 0.03, -0.20, -0.21, -0.21, -0.21, -0.22, -0.24, -0.20, -0.22, -0.20, 0.08, 0.06, 0.10, 0.05, 0.06, 0.09, 0.06, 0.05, 0.09, 0.04, 0.05, 0.09, 0.06, 0.01, 0.10, 0.01, 0.04, 0.08, 0.05, 0.04, 0.08, 0.04, 0.07, 0.09, 0.06, 0.03, 0.09, 0.06, 0.03, -0.52, -0.05, 0.00, 0.02, -0.01, -0.09, 0.84, -0.08, 0.12, 0.14, 0.15, 0.14, 0.11, -0.19, 1.06, -0.18, -0.77, 0.10, 0.09, 0.07, 0.05, 0.09, 0.10]}